# 1
Entry from the OMol25 dataset: 2 unconnected molecules or ions with the total composition H4OS (ωB97M-V/def2-TZVPD).

```
6
Properties=species:S:1:pos:R:3:forces:R:3:lowdin_charge:R:1
O 1.221155 -0.112792 1.234020 0.1 0.1 -0.1 -0.072
H 1.648343 0.743360 1.373506 -0.2 -0.3 0.1 0.037
H 0.908156 -0.408194 2.092244 0.1 0.1 0.1 0.028
S -0.923375 0.222037 -1.979607 0.0 0.3 -0.2 0.465
H -1.866103 0.609059 -1.112225 0.0 -0.1 0.0 -0.227
H -0.988178 -1.053470 -1.607937 0.0 -0.2 0.1 -0.230
```
Forces are in eV/Å.

- Electronic energy: -12947.3649 eV
- SMILES string: O.S
- Kohn-Sham gap: 10.34 eV
- LUMO energy: 0.86 eV



# 2
Entry from the OMol25 dataset: a molecular structure, C12H38FIInN6O2P2 in a non-equilibrium geometry (ωB97M-V/def2-TZVPD).

```
63
Properties=species:S:1:pos:R:3:forces:R:3:lowdin_charge:R:1
F 2.970999 1.396093 5.854736 -0.1 -0.1 0.1 -0.618
In 1.816892 3.052099 5.751239 0.3 0.5 -0.2 0.059
I -0.877217 2.297871 5.755522 0.0 -0.1 0.0 -0.119
H 2.185795 4.091607 7.104027 -0.1 -0.2 0.2 -0.147
H 2.141370 3.783386 4.206291 -0.1 -0.1 -0.1 -0.135
O -0.480686 4.152414 1.546774 1.0 1.8 -1.4 -0.270
P -1.035994 3.466997 0.365412 -1.6 -2.6 1.8 0.559
N -2.697654 3.838804 0.384641 0.0 -0.2 0.1 -0.296
C -3.695509 3.116374 -0.371675 0.0 0.3 -0.5 -0.129
C -3.037416 5.237224 0.569996 0.1 0.1 0.3 -0.136
N -0.808717 1.817051 0.689187 -0.6 -0.3 -0.7 -0.302
C -1.886538 1.097250 1.351268 0.0 0.0 0.4 -0.123
C 0.479507 1.521787 1.329755 0.3 -0.1 0.0 -0.114
N -0.674041 3.446736 -1.254600 1.0 1.0 -0.1 -0.309
C -0.638267 4.720492 -1.956749 -0.1 0.0 0.0 -0.122
C -0.464021 2.258152 -2.067586 0.1 0.0 0.1 -0.107
H -3.674822 3.333259 -1.452950 0.0 0.0 0.0 0.077
H -4.685469 3.396883 -0.002371 0.0 0.0 0.0 0.081
H -3.612584 2.045632 -0.243186 0.1 0.0 -0.1 0.042
H -3.000290 5.813305 -0.367496 -0.1 0.0 0.0 0.071
H -2.349634 5.690412 1.282122 0.0 0.0 0.0 0.074
H -4.047185 5.325502 0.980259 0.0 0.0 0.0 0.078
H -2.254170 1.656416 2.220644 -0.1 -0.2 0.0 0.084
H -1.522632 0.128087 1.697309 0.2 0.1 0.1 0.081
H -2.712993 0.862499 0.684948 0.0 0.1 0.0 0.044
H 0.490103 1.769737 2.392553 -0.1 0.1 0.0 0.065
H 1.296449 2.068938 0.857151 -0.1 0.1 0.0 0.084
H 0.693806 0.459245 1.206801 0.0 0.0 -0.1 0.056
H -1.544801 4.889574 -2.550459 0.0 0.0 0.0 0.077
H 0.224417 4.773461 -2.625285 0.0 0.0 0.0 0.077
H -0.545294 5.544469 -1.246610 0.0 0.0 0.0 0.078
H -1.404355 1.740799 -2.282045 0.0 0.0 0.0 0.076
H 0.218683 1.557698 -1.593212 -0.1 0.0 0.1 0.065
H -0.021381 2.564310 -3.018632 0.0 0.1 0.0 0.077
O 1.546266 -1.431645 -0.200075 -0.9 0.1 1.5 -0.265
P 1.230637 -2.814944 -0.579504 1.3 -0.8 -3.0 0.551
N 2.584640 -3.752863 -0.233019 0.3 0.2 -0.1 -0.298
C 2.803160 -5.095086 -0.729845 -0.3 -0.3 0.4 -0.120
C 3.183422 -3.539404 1.080389 0.1 0.3 0.1 -0.118
N 0.979742 -2.796969 -2.286958 0.3 -0.2 0.3 -0.300
C 1.987643 -3.275862 -3.221431 0.0 0.0 -0.1 -0.132
C 0.462310 -1.497189 -2.716316 -0.2 0.1 0.0 -0.148
N -0.063140 -3.754459 -0.173144 -0.7 0.7 1.0 -0.307
C -0.313573 -3.948194 1.252996 0.1 0.0 0.0 -0.106
C -0.938252 -4.482053 -1.079310 0.0 0.1 0.0 -0.103
H 2.172534 -5.852085 -0.238969 0.0 0.0 0.0 0.083
H 3.844604 -5.367157 -0.544017 0.0 0.0 0.0 0.084
H 2.652804 -5.172720 -1.796097 -0.1 0.0 -0.1 0.039
H 2.677377 -4.110226 1.869560 0.0 -0.1 0.0 0.078
H 3.145228 -2.483347 1.340888 -0.1 0.0 0.0 0.079
H 4.233471 -3.839381 1.062019 0.0 0.0 0.0 0.080
H 2.994441 -2.892584 -3.015295 0.0 0.0 0.0 0.091
H 1.705155 -2.960706 -4.227998 0.0 0.1 0.1 0.078
H 2.021143 -4.361325 -3.257826 0.0 0.0 0.0 0.052
H 1.247996 -0.740030 -2.811844 0.0 0.0 0.1 0.084
H -0.274035 -1.119065 -2.008177 0.0 0.0 0.0 0.073
H -0.032758 -1.616223 -3.684497 0.0 0.0 0.0 0.080
H 0.031175 -4.928615 1.599212 0.0 0.0 0.0 0.081
H -1.378337 -3.857952 1.474530 0.0 0.0 0.0 0.081
H 0.201290 -3.184165 1.838891 0.0 0.0 0.0 0.083
H -0.450770 -5.369576 -1.493335 0.0 0.0 0.0 0.076
H -1.285601 -3.860874 -1.900176 0.1 0.0 0.0 0.071
H -1.814922 -4.809868 -0.518431 0.0 0.0 0.1 0.078
```
Forces are in eV/Å.

- Electronic energy: -60669.6570 eV
- Kohn-Sham gap: 6.84 eV
- LUMO energy: 2.08 eV
- Total charge: -1



# 3
Entry from the OMol25 dataset: 2 unconnected molecules or ions with the total composition C4H11NO in a non-equilibrium geometry (ωB97M-V/def2-TZVPD).

```
17
Properties=species:S:1:pos:R:3:forces:R:3:lowdin_charge:R:1
C -2.006658 -0.624611 5.121344 -1.7 -2.0 1.3 -0.099
C -1.454667 -1.776429 4.431442 0.9 0.4 -0.5 -0.275
C -2.107868 -2.882338 4.364742 -4.5 -1.7 -0.9 -0.049
H -1.497213 0.171004 5.443424 2.8 3.1 0.2 0.028
H -2.078971 -1.175603 6.032472 -0.5 0.2 1.6 0.081
H -3.015373 -0.288567 5.017536 -0.8 -0.2 -1.2 0.083
H -0.441584 -1.992973 4.254690 1.6 1.1 -0.6 0.085
H -1.742850 -3.711881 3.798085 0.3 -0.7 0.3 0.044
H -3.238930 -2.869557 4.616406 1.9 -0.3 -0.3 0.103
N 2.009313 0.415067 -4.408033 -0.4 1.6 -2.1 0.301
C 2.045069 1.754901 -3.924241 -1.6 2.5 -2.7 -0.178
O 1.069645 2.673522 -4.509456 1.7 -2.0 0.4 0.013
H 1.643925 0.142421 -5.353966 -0.3 0.4 1.1 0.192
H 2.891488 0.015113 -4.294844 1.8 -1.7 0.8 0.119
H 3.128427 2.256244 -4.177955 -1.7 -1.3 0.8 0.249
H 1.825348 1.689026 -2.862237 0.4 0.5 0.6 0.168
H 1.048144 2.641982 -5.501459 0.2 -0.1 1.1 0.137
```
Forces are in eV/Å.

- Electronic energy: -7851.4171 eV
- Multiplicity: 2
- Kohn-Sham gap (spin up / spin down): 6.70 / 1.15 eV
- LUMO energy (spin up / spin down): -4.06 / -9.60 eV
- Total charge: +1



# 4
Entry from the OMol25 dataset: a molecular structure, C3H6O5S2 in a non-equilibrium geometry (ωB97M-V/def2-TZVPD).

```
16
Properties=species:S:1:pos:R:3:forces:R:3:lowdin_charge:R:1
C -2.747664 -0.401258 -0.048679 2.6 3.6 3.4 -0.159
C 0.461500 1.490300 -0.922753 2.0 2.5 0.5 -0.350
C 0.627583 -1.492620 0.503805 -2.9 1.9 0.0 -0.101
O -0.902647 0.819189 1.562618 -0.5 0.1 0.8 -0.322
O 1.985886 0.809953 1.127503 -0.7 -0.7 0.7 -0.263
O 3.026546 -0.920177 -0.192450 1.3 -1.2 -0.5 -0.248
O -0.816269 1.013585 -0.972420 -1.4 -1.7 1.7 -0.215
O 1.366495 0.447763 -1.221275 0.1 -0.7 1.0 -0.191
S -1.205981 0.055409 0.399906 0.1 -0.2 -2.0 0.876
S 1.854768 -0.237635 0.168507 0.9 -0.6 -1.0 0.540
H -3.271307 -0.798558 0.741784 -1.3 -0.8 1.7 0.001
H -2.626051 -0.921144 -0.864757 0.1 -2.7 -4.7 -0.043
H 0.567481 2.259700 -1.717313 -0.2 -0.6 0.4 0.156
H 0.871147 1.930069 0.098430 -1.8 -0.5 -2.1 0.151
H 0.518226 -1.776728 1.573678 0.3 0.4 -0.8 0.075
H 0.290285 -2.277842 -0.236585 1.1 1.2 0.6 0.091
```
Forces are in eV/Å.

- Electronic energy: -35109.8396 eV
- Kohn-Sham gap (spin up / spin down): 7.68 / 7.68 eV
- LUMO energy (spin up / spin down): -1.41 / -1.41 eV